Record 1
ORCA calculation (the ωB97M-V functional and the def2-TZVPD basis) on a molecular structure, C37H36AsN6O4SW.

As for the LUMO energy (spin up / spin down): -0.3717 / -0.3717 hartree. The energy above the lowest of the compared OMol25 structures with the same formula, charge and spin is 19.2 kcal per mole. The value obtained for the electronic energy is -129560.6562 eV. As for the HOMO-LUMO gap (spin up / spin down): 5.9 / 5.9 eV.

Geometry as ORCA input:
```
! RIJCOSX wB97M-V def2-TZVPD def2/J DEFGRID3
* xyz 3 1
W -0.542 -1.110 -0.935
C -2.455 -3.158 2.343
C -1.422 -3.023 1.282
O -1.383 -1.897 0.619
C -0.485 -3.996 1.009
C 0.675 -3.744 0.253
C 1.788 -4.736 0.307
N 0.829 -2.592 -0.421
N 2.135 -2.328 -0.738
C 2.304 -1.059 -0.886
O 1.190 -0.288 -0.819
C 3.604 -0.420 -0.988
C 4.662 -1.147 -1.541
C 5.917 -0.573 -1.620
C 6.124 0.714 -1.139
C 5.075 1.431 -0.575
C 3.812 0.871 -0.503
H -3.186 -2.357 2.283
H -1.974 -3.118 3.323
H -2.947 -4.128 2.269
H -0.531 -4.930 1.552
H 1.381 -5.732 0.473
H 2.435 -4.498 1.156
H 2.402 -4.709 -0.588
H 4.491 -2.145 -1.921
H 6.736 -1.126 -2.059
H 7.108 1.159 -1.201
H 5.247 2.425 -0.185
H 3.008 1.410 -0.023
O 1.687 -0.849 -4.059
C 0.674 -0.587 -3.510
O -0.030 -1.509 -2.757
C -0.055 0.704 -3.429
C 0.022 1.688 -4.389
C -0.803 2.797 -4.247
C -1.659 2.855 -3.159
C -1.641 1.836 -2.225
N -0.839 0.771 -2.344
H 0.693 1.563 -5.228
H -0.791 3.589 -4.984
H -2.341 3.683 -3.023
H -2.305 1.876 -1.374
N -1.526 -3.167 -1.763
N -2.880 -3.282 -2.102
C -3.668 -2.206 -2.035
N -4.928 -2.302 -2.413
S -3.054 -0.715 -1.490
H -0.952 -3.295 -2.597
H -1.310 -3.896 -1.082
H -3.195 -4.157 -2.503
H -5.327 -3.156 -2.778
H -5.528 -1.492 -2.376
C -4.225 1.316 3.959
C -4.446 0.569 2.812
C -3.445 0.425 1.860
C -2.215 1.039 2.056
C -1.992 1.789 3.216
C -2.994 1.929 4.161
As -0.679 0.952 0.899
C -0.376 2.728 0.223
C -1.299 3.734 0.496
C -1.074 5.017 0.013
C 0.063 5.291 -0.734
C 0.981 4.282 -1.007
C 0.763 2.998 -0.533
C 0.832 0.583 2.027
C 1.091 -0.704 2.497
C 2.179 -0.931 3.324
C 3.004 0.125 3.695
C 2.735 1.407 3.245
C 1.652 1.642 2.407
H -5.009 1.423 4.696
H -5.407 0.098 2.653
H -3.645 -0.150 0.968
H -1.032 2.261 3.396
H -2.813 2.512 5.054
H -2.188 3.534 1.081
H -1.783 5.803 0.233
H 0.241 6.294 -1.099
H 1.870 4.497 -1.585
H 1.473 2.215 -0.763
H 0.441 -1.528 2.243
H 2.379 -1.928 3.695
H 3.850 -0.054 4.345
H 3.366 2.233 3.546
H 1.460 2.650 2.061
*
```

=====

Record 2
ORCA calculation (the ωB97M-V functional and the def2-TZVPD basis) on a molecular structure, C10H15BiClFTl.

As for the LUMO energy (spin up / spin down): 0.1046 / 0.1046 hartree. The value obtained for the electronic energy is -36383.3887 eV. As for the HOMO-LUMO gap (spin up / spin down): 5.8 / 5.8 eV.

Geometry as ORCA input:
```
! RIJCOSX wB97M-V def2-TZVPD def2/J DEFGRID3
* xyz -1 1
Bi 0.523 -1.443 -2.216
Cl 2.083 -3.329 -2.354
C 1.760 0.110 -3.305
C -0.544 -1.715 -4.197
H 1.234 0.303 -4.250
H 1.737 0.988 -2.649
H 2.783 -0.253 -3.448
H -0.229 -0.874 -4.829
H -1.608 -1.648 -3.947
H -0.306 -2.691 -4.634
Tl -1.791 0.225 0.605
C -2.490 -1.763 1.230
C -2.413 1.546 -0.808
H -3.580 -1.817 1.036
H -1.910 -2.494 0.641
H -2.213 -1.844 2.298
H -3.137 1.244 -1.583
H -1.750 2.360 -1.142
F 2.670 2.174 4.738
C 1.796 1.626 3.819
C 2.237 0.660 2.929
C 1.347 0.103 1.976
C 0.027 0.563 1.926
C -0.407 1.511 2.829
C 0.480 2.064 3.778
H 3.274 0.343 2.965
H 1.733 -0.668 1.308
H -1.448 1.879 2.826
H 0.143 2.839 4.460
*
```

=====

Record 3
ORCA calculation (the ωB97M-V functional and the def2-TZVPD basis) on C3H6N4O in the gas phase.

As for the LUMO energy: 0.0139 hartree. The energy above the lowest of the compared OMol25 structures with the same formula, charge and spin is 78.3 kcal per mole. The value obtained for the electronic energy is -11213.3797 eV. As for the HOMO-LUMO gap: 9.6 eV.

Geometry as ORCA input:
```
! RIJCOSX wB97M-V def2-TZVPD def2/J DEFGRID3
* xyz 0 1
C 1.758 -0.093 0.633
C -2.107 0.463 0.274
C -0.902 1.100 -0.285
H 1.691 0.740 1.355
H 1.258 -0.975 1.070
H 2.834 -0.318 0.548
H 1.618 -0.446 -1.336
H -0.889 -1.935 -1.054
H -2.896 1.044 0.767
N 1.195 0.175 -0.695
N -0.207 0.029 -0.785
N -0.794 -1.167 -0.343
N -2.064 -0.859 0.112
O -0.493 2.244 -0.261
*
```

=====

Record 4
ORCA calculation (the ωB97M-V functional and the def2-TZVPD basis) on 2 unconnected molecules or ions with the total composition C3H7O5.

As for the LUMO energy (spin up / spin down): 0.0282 / 0.0031 hartree. The energy above the lowest of the compared OMol25 structures with the same formula, charge and spin is 0.0 kcal per mole. The value obtained for the electronic energy is -13453.2783 eV. The expectation value of S² is 3.7608. As for the HOMO-LUMO gap (spin up / spin down): 7.5 / 10.2 eV.

Geometry as ORCA input:
```
! RIJCOSX wB97M-V def2-TZVPD def2/J DEFGRID3
* xyz 0 4
O 0.001 1.585 1.472
O 1.126 1.469 1.463
H -0.756 -0.905 -0.354
O -1.292 -1.326 0.352
C -2.564 -1.519 -0.100
C -2.976 -1.105 -1.454
C -3.546 -2.181 0.801
O -4.243 -3.199 0.142
O -5.257 -3.779 1.047
H -4.064 -1.087 -1.552
H -2.597 -0.108 -1.681
H -2.589 -1.798 -2.204
H -3.035 -2.624 1.665
H -4.293 -1.471 1.174
H -4.993 -4.709 1.129
*
```

=====

Record 5
ORCA calculation (the ωB97M-V functional and the def2-TZVPD basis) on 3 unconnected molecules or ions with the total composition C9H11Cl3F6O4.

As for the LUMO energy: 0.0174 hartree. The energy above the lowest of the compared OMol25 structures with the same formula, charge and spin is 0.9 kcal per mole. The value obtained for the electronic energy is -71573.0026 eV. As for the HOMO-LUMO gap: 11.6 eV.

Geometry as ORCA input:
```
! RIJCOSX wB97M-V def2-TZVPD def2/J DEFGRID3
* xyz 0 1
C -0.457 4.010 -9.155
C -0.869 2.800 -8.345
O -2.200 2.920 -7.840
C -2.481 3.804 -6.858
O -1.582 4.431 -6.236
C -3.969 4.073 -6.509
F -4.814 3.449 -7.289
F -4.207 3.712 -5.255
F -4.176 5.437 -6.570
H 0.455 3.844 -9.729
H -0.471 4.912 -8.543
H -1.187 4.171 -9.947
H -0.254 2.612 -7.464
H -0.811 1.866 -8.903
C -5.150 13.527 -11.722
C -4.032 13.995 -10.869
O -2.861 14.417 -11.539
C -1.953 13.516 -12.064
O -2.122 12.281 -11.958
C -0.761 14.124 -12.845
F -0.196 15.213 -12.284
F 0.273 13.252 -13.067
F -1.297 14.416 -14.039
H -4.821 12.766 -12.430
H -5.538 14.389 -12.266
H -6.039 13.127 -11.233
H -3.784 13.147 -10.231
H -4.333 14.787 -10.184
C 0.152 8.740 -15.443
Cl -1.441 9.342 -16.078
Cl 1.346 8.543 -16.728
Cl -0.015 7.269 -14.491
H 0.420 9.566 -14.784
*
```

=====

Record 6
ORCA calculation (the ωB97M-V functional and the def2-TZVPD basis) on C2H3NO2 in the gas phase.

As for the LUMO energy: 0.0013 hartree. The energy above the lowest of the compared OMol25 structures with the same formula, charge and spin is 118.6 kcal per mole. The value obtained for the electronic energy is -7702.7006 eV. As for the HOMO-LUMO gap: 10.7 eV.

Geometry as ORCA input:
```
! RIJCOSX wB97M-V def2-TZVPD def2/J DEFGRID3
* xyz 0 1
C 1.100 -3.312 -0.031
C 0.105 0.021 0.183
N 1.190 -4.404 0.273
O 0.990 -2.126 -0.362
O 0.354 -1.259 0.650
H -0.496 0.295 1.041
H -0.269 -0.225 -0.757
H 0.992 0.612 0.047
*
```

=====

Record 7
ORCA calculation (the ωB97M-V functional and the def2-TZVPD basis) on a molecular structure, CHHgNaO2.

As for the LUMO energy (spin up / spin down): -0.0752 / -0.0798 hartree. The energy above the lowest of the compared OMol25 structures with the same formula, charge and spin is 0.0 kcal per mole. The value obtained for the electronic energy is -13732.2175 eV. The expectation value of S² is 2.0209. As for the HOMO-LUMO gap (spin up / spin down): 3.5 / 4.5 eV.

Geometry as ORCA input:
```
! RIJCOSX wB97M-V def2-TZVPD def2/J DEFGRID3
* xyz 0 3
O -1.388 2.652 0.172
C 0.616 -0.735 -0.851
O 0.877 -0.759 0.386
Na 2.371 -2.058 2.056
Hg -1.002 0.572 0.371
H 1.413 -1.269 -1.449
*
```

=====

Record 8
ORCA calculation (the ωB97M-V functional and the def2-TZVPD basis) on a molecular structure, C5H11NS.

As for the LUMO energy: 0.0302 hartree. The energy above the lowest of the compared OMol25 structures with the same formula, charge and spin is 49.5 kcal per mole. The value obtained for the electronic energy is -17686.3153 eV. As for the HOMO-LUMO gap: 8.8 eV.

Geometry as ORCA input:
```
! RIJCOSX wB97M-V def2-TZVPD def2/J DEFGRID3
* xyz 0 1
C 3.599 0.072 -0.513
C -0.264 0.396 0.507
C 0.994 0.633 0.166
C -1.420 1.243 0.091
C -4.882 -0.572 0.558
N -5.146 -0.249 -0.501
S 2.336 -0.357 0.722
H 4.391 -0.663 -0.412
H 3.166 0.015 -1.507
H -0.493 -0.459 1.127
H 1.285 1.468 -0.453
H -1.089 2.099 -0.491
H -2.119 0.659 -0.509
H -1.959 1.601 0.967
H 3.990 1.067 -0.315
H -4.645 -0.875 1.544
H 1.238 -3.001 -0.120
H 1.018 -3.077 -0.863
*
```

=====

Record 9
ORCA calculation (the ωB97M-V functional and the def2-TZVPD basis) on a molecular structure, C4H7NS.

As for the LUMO energy: 0.0177 hartree. The energy above the lowest of the compared OMol25 structures with the same formula, charge and spin is 68.3 kcal per mole. The value obtained for the electronic energy is -16583.9690 eV. As for the HOMO-LUMO gap: 8.9 eV.

Geometry as ORCA input:
```
! RIJCOSX wB97M-V def2-TZVPD def2/J DEFGRID3
* xyz 0 1
C 0.473 -0.230 -0.442
C -0.793 -0.015 -0.070
C 1.637 -0.039 0.393
C -1.810 0.346 1.002
N 0.494 -0.668 -1.773
S -1.253 -0.473 -2.072
H 1.704 -0.645 1.282
H 2.586 -0.470 -0.136
H 1.912 0.960 0.558
H -1.561 1.215 1.664
H -2.627 0.589 0.385
H -1.870 -0.505 1.615
H 1.109 -0.063 -2.408
*
```

=====

Record 10
ORCA calculation (the ωB97M-V functional and the def2-TZVPD basis) on a molecular structure, C6H20ClNO4PSSi2.

As for the LUMO energy: 0.0576 hartree. The value obtained for the electronic energy is -64632.8590 eV. As for the HOMO-LUMO gap: 4.8 eV.

Geometry as ORCA input:
```
! RIJCOSX wB97M-V def2-TZVPD def2/J DEFGRID3
* xyz -1 1
O 7.331 -2.912 2.320
S 7.040 -3.460 0.993
O 7.044 -5.125 1.264
O 5.424 -3.255 0.630
P 4.365 -3.367 1.984
O 3.932 -4.979 2.185
Cl 2.623 -2.565 1.123
H 6.558 -5.465 0.510
H 4.688 -5.499 1.908
C -3.103 4.275 0.275
Si -2.822 2.456 -0.171
C -3.779 2.151 -1.770
C -3.644 1.443 1.194
N -1.143 2.183 -0.313
Si -0.473 0.663 -0.706
C -0.991 0.027 -2.406
C -0.864 -0.677 0.566
C 1.413 0.824 -0.748
H -4.174 4.488 0.378
H -2.613 4.516 1.221
H -2.697 4.927 -0.502
H -4.798 2.552 -1.695
H -3.867 1.085 -1.990
H -3.285 2.640 -2.611
H -3.070 1.510 2.120
H -3.736 0.391 0.917
H -4.657 1.816 1.398
H -2.031 -0.305 -2.414
H -0.375 -0.832 -2.704
H -0.869 0.806 -3.161
H -0.668 -0.318 1.578
H -0.239 -1.562 0.395
H -1.905 -1.000 0.505
H 1.791 1.150 0.223
H 1.716 1.554 -1.502
H 1.875 -0.140 -0.994
*
```

=====

Record 11
ORCA calculation (the ωB97M-V functional and the def2-TZVPD basis) on a molecular structure, C43H42NS2SbSeSi2Tc.

As for the LUMO energy (spin up / spin down): -0.0427 / -0.0295 hartree. The energy above the lowest of the compared OMol25 structures with the same formula, charge and spin is 7.1 kcal per mole. The value obtained for the electronic energy is -158272.1328 eV. The expectation value of S² is 0.9810. As for the HOMO-LUMO gap (spin up / spin down): 6.1 / 6.3 eV.

Geometry as ORCA input:
```
! RIJCOSX wB97M-V def2-TZVPD def2/J DEFGRID3
* xyz 0 2
Tc -1.210 -0.506 -1.976
C 2.433 0.059 -1.383
Si 1.168 -1.340 -1.682
C 1.864 -2.300 -3.183
C 1.390 -2.529 -0.244
C 2.628 -3.110 0.060
C 2.755 -3.973 1.130
C 1.644 -4.255 1.923
C 0.423 -3.685 1.626
C 0.276 -2.823 0.532
Si -1.405 -2.096 0.026
C -2.092 -1.375 1.658
C -2.448 -3.659 -0.263
H 3.255 -0.035 -2.097
H 2.872 -0.055 -0.386
H 2.033 1.067 -1.461
H 2.954 -2.234 -3.126
H 1.566 -1.889 -4.146
H 1.614 -3.361 -3.140
H 3.498 -2.889 -0.548
H 3.714 -4.422 1.359
H 1.742 -4.921 2.771
H -0.430 -3.922 2.253
H -1.568 -1.840 2.495
H -3.153 -1.613 1.754
H -2.007 -0.292 1.768
H -2.328 -4.295 0.617
H -2.101 -4.236 -1.121
H -3.512 -3.455 -0.384
S -5.634 -1.204 -1.718
C -5.265 -0.087 -0.474
C -3.928 0.100 -0.316
C -3.133 -0.681 -1.213
C -3.956 -1.420 -2.041
C -3.400 -2.301 -3.031
C -4.129 -3.201 -3.807
C -3.461 -4.019 -4.691
C -2.077 -3.921 -4.792
C -1.422 -2.991 -4.012
N -2.057 -2.195 -3.145
H -6.062 0.388 0.074
H -3.511 0.783 0.407
H -5.204 -3.254 -3.702
H -4.009 -4.727 -5.297
H -1.512 -4.544 -5.471
H -0.353 -2.859 -4.074
Se -0.557 0.311 -4.203
C 0.059 2.118 -3.976
C -0.857 3.165 -3.972
C -0.422 4.470 -3.802
C 0.927 4.743 -3.638
C 1.843 3.701 -3.655
C 1.412 2.395 -3.828
H -1.913 2.954 -4.083
H -1.145 5.276 -3.795
H 1.264 5.763 -3.506
H 2.901 3.901 -3.538
H 2.132 1.588 -3.853
S -0.708 1.258 -0.854
Sb 0.572 1.146 1.567
C 1.423 -0.140 3.031
C 0.652 -0.606 4.092
C 1.178 -1.515 4.998
C 2.476 -1.976 4.844
C 3.241 -1.533 3.776
C 2.713 -0.629 2.868
C 2.093 2.607 1.334
C 3.154 2.725 2.223
C 4.101 3.726 2.053
C 3.987 4.619 0.998
C 2.925 4.510 0.112
C 1.983 3.506 0.277
C -0.761 2.280 2.776
C -0.488 2.543 4.115
C -1.352 3.323 4.867
C -2.496 3.850 4.286
C -2.771 3.596 2.951
C -1.908 2.812 2.200
H -0.362 -0.251 4.230
H 0.571 -1.862 5.824
H 2.888 -2.686 5.549
H 4.250 -1.901 3.639
H 3.325 -0.305 2.032
H 3.249 2.042 3.060
H 4.925 3.808 2.749
H 4.725 5.400 0.867
H 2.828 5.204 -0.712
H 1.169 3.423 -0.435
H 0.406 2.147 4.580
H -1.129 3.522 5.907
H -3.172 4.459 4.872
H -3.660 4.009 2.491
H -2.132 2.621 1.157
*
```

=====

Record 12
ORCA calculation (the ωB97M-V functional and the def2-TZVPD basis) on 2 unconnected molecules or ions with the total composition C2H3ClFNO2.

As for the LUMO energy (spin up / spin down): -0.0307 / -0.0307 hartree. The energy above the lowest of the compared OMol25 structures with the same formula, charge and spin is 107.0 kcal per mole. The value obtained for the electronic energy is -22941.5841 eV. As for the HOMO-LUMO gap (spin up / spin down): 9.0 / 9.0 eV.

Geometry as ORCA input:
```
! RIJCOSX wB97M-V def2-TZVPD def2/J DEFGRID3
* xyz 0 1
C -0.983 -0.058 0.562
C 0.709 1.076 -0.537
N -0.164 -1.243 0.355
O 0.473 -1.603 1.316
O -0.277 -1.837 -0.727
F 0.223 1.804 -1.500
Cl 1.795 -0.154 -1.180
H -1.576 0.241 -0.246
H -1.220 0.183 1.565
H 1.020 1.590 0.392
*
```